ORCA calculation (ωB97M-V/def2-TZVPD) on a molecular structure, C19H18B2F6N5O4Ti.

Summary:
energy	-2807.95035	hartree
relative energy (zero: lowest compared OMol25 entry of this formula, charge and spin)	0.633	eV
HOMO-LUMO gap	6.663	eV
maximum force	1.18	eV Å⁻¹
net charge	+1

Positions of all 55 atoms, in Å:
Ti: 0.3191 0.3697 0.0381
C: 3.9876 -1.1808 1.9479
C: 2.7227 -0.5052 1.5650
N: 2.3043 -0.3172 0.3659
O: 2.9735 -0.7285 -0.7195
B: 2.4628 -0.0325 -2.0108
F: 3.3715 -0.2892 -2.9582
F: 2.2581 1.2974 -1.6194
O: 1.0836 -0.5143 -2.5302
N: 0.1167 0.2946 -1.9934
C: -0.5046 1.2097 -2.6419
C: -0.5848 1.2927 -4.1177
C: -1.0425 2.2926 -1.7351
N: -0.6479 2.1247 -0.5292
O: -0.7741 3.0422 0.4424
B: 0.2405 2.7334 1.5479
F: 0.4232 3.8375 2.2713
F: 1.3775 2.2610 0.7774
O: -0.0670 1.5453 2.4565
N: 0.6586 0.4261 2.0741
C: 1.8418 0.2307 2.5317
C: 2.4045 0.8759 3.7395
C: -1.6768 3.5370 -2.2392
H: 4.5908 -1.3757 1.0648
H: 3.7624 -2.1274 2.4445
H: 4.5572 -0.5701 2.6476
H: 0.0733 0.5533 -4.5667
H: -0.3222 2.2885 -4.4734
H: -1.6154 1.0929 -4.4234
H: 1.6275 1.4047 4.2840
H: 3.1822 1.5844 3.4419
H: 2.8724 0.1266 4.3798
H: -2.0133 3.4305 -3.2657
H: -0.9577 4.3571 -2.1764
H: -2.5243 3.8057 -1.6079
F: -4.7786 1.5658 1.6955
C: -3.9613 0.6193 1.2274
C: -2.6238 0.9277 1.0615
C: -1.7336 -0.0248 0.5768
C: -2.2223 -1.3158 0.3216
C: -3.5916 -1.5597 0.4636
F: -4.1020 -2.7623 0.1527
C: -4.4851 -0.6144 0.9112
C: -1.2370 -2.3437 -0.0028
C: -1.5213 -3.7039 -0.1086
C: -0.5065 -4.6050 -0.3536
C: 0.7813 -4.1237 -0.5022
C: 0.9949 -2.7682 -0.3928
N: 0.0240 -1.8710 -0.1337
H: -2.3360 1.9287 1.3307
H: -5.5363 -0.8388 1.0176
H: -2.5314 -4.0498 0.0102
H: -0.7216 -5.6621 -0.4286
H: 1.6174 -4.7750 -0.7098
H: 1.9898 -2.3961 -0.5487

=====

ORCA calculation (ωB97M-V/def2-TZVPD) on a molecular structure, C19H18BBeCl4F10KLiN2O11P.

Summary:
energy	-5499.36300	hartree
HOMO-LUMO gap	1.175	eV
maximum force	8.19	eV Å⁻¹

Positions of all 69 atoms, in Å:
O: 0.6062 2.9761 -1.2932
C: -0.0785 1.8795 -0.9425
C: 0.7973 0.4649 -0.7947
C: 0.1392 -0.6880 -0.1115
C: 0.8824 -2.1450 0.1468
B: 1.8307 -2.6495 -1.0982
O: 1.4595 -2.7042 -2.5260
O: 3.2004 -3.1482 -0.7411
C: -1.4173 -0.4350 0.4450
O: -1.9213 -1.3363 1.3207
C: -2.3645 0.8323 0.0022
C: -1.6947 1.9968 -0.6671
F: -2.3934 3.2346 -1.0921
H: 1.8958 0.3681 -1.2207
H: 0.1140 -2.9757 0.5242
H: 1.6099 -1.9654 1.0759
H: 1.1447 -1.7858 -2.7741
H: 3.6789 -2.4630 -0.1744
H: -3.5417 0.8827 0.1815
Be: 5.4341 -3.7800 -0.9538
F: -5.6622 -2.3089 -3.4360
P: -5.0133 -1.5142 -2.2630
F: -3.9945 -2.6835 -2.1110
F: -5.9579 -2.2854 -1.2929
F: -3.6015 -0.8575 -2.3227
F: -5.3708 -0.5071 -1.1291
F: -5.4929 -0.4429 -3.2884
C: 8.8216 -5.9633 -1.9357
O: 8.8119 -4.7641 -1.7069
N: 9.9000 -6.7370 -1.7164
N: 7.7546 -6.6184 -2.4276
H: 9.9270 -7.7260 -1.8985
H: 10.7248 -6.2831 -1.3462
H: 6.9217 -6.0729 -2.6071
H: 7.7432 -7.6053 -2.6225
F: -1.2469 1.2184 3.3094
C: -1.7122 0.5443 4.3693
C: -2.0667 -0.7929 4.2280
C: -2.5465 -1.4967 5.3326
C: -2.6768 -0.8516 6.5649
C: -2.3232 0.4922 6.6955
C: -1.8329 1.1925 5.5935
H: -1.9665 -1.2750 3.2610
H: -2.8190 -2.5445 5.2343
H: -3.0553 -1.3996 7.4251
H: -2.4293 0.9933 7.6546
H: -1.5449 2.2350 5.6793
C: -5.7296 0.2753 3.5233
Cl: -5.7458 -1.2197 4.4924
Cl: -4.3173 0.2639 2.4372
Cl: -7.2224 0.3718 2.5554
Cl: -5.6331 1.6853 4.6082
C: 1.6497 5.0965 -3.5912
C: 2.8217 5.1387 -4.5111
O: 2.2735 5.6077 -5.7220
C: 1.2175 6.3867 -5.3549
O: 0.6633 7.1816 -6.0957
O: 0.8595 6.1742 -4.0518
F: 3.3159 3.8977 -4.7197
H: 1.0785 4.1659 -3.6752
H: 1.9361 5.2392 -2.5457
H: 3.6238 5.8097 -4.1857
F: 7.4841 -2.5020 0.5985
C: -2.5615 4.9582 1.2921
O: -1.3775 5.2577 1.2989
O: -3.0088 3.8174 1.4572
O: -3.4957 5.7494 1.1191
K: -5.1009 -3.8105 3.9368
Li: -1.4039 7.9506 -5.4168

=====

ORCA calculation (ωB97M-V/def2-TZVPD) on a molecular structure, C19H18BeClIN2O2.

Summary:
energy	-1767.59840	hartree
relative energy (zero: lowest compared OMol25 entry of this formula, charge and spin)	1.353	eV
HOMO-LUMO gap	7.144	eV
maximum force	2.15	eV Å⁻¹

Positions of all 44 atoms, in Å:
C: 1.8436 2.8184 0.1446
C: 2.8152 1.6571 -0.2466
H: 1.4738 3.4193 -0.6940
H: 2.4717 3.5220 0.7008
H: 1.0444 2.5426 0.8372
H: 2.5891 0.9070 -1.0252
H: 3.7221 2.1461 -0.6105
H: 3.1182 1.1309 0.6623
C: -2.1483 1.7035 -1.0507
C: -3.4631 1.5367 -1.4955
C: -3.7722 0.4972 -2.3760
C: -2.7400 -0.3692 -2.7455
H: -1.8609 2.5155 -0.3881
H: -4.2238 2.2348 -1.1539
H: -4.7873 0.3580 -2.7644
H: -2.8989 -1.2118 -3.4171
N: -1.1572 0.8904 -1.4264
C: -1.4496 -0.1592 -2.2242
C: -0.3258 -1.0525 -2.4343
N: 0.8147 -0.6390 -1.8095
C: 1.8648 -1.4679 -1.8140
C: 0.6879 -3.1243 -3.1292
C: 1.8381 -2.7188 -2.4419
H: 2.7485 -1.1111 -1.2883
H: 2.7254 -3.3429 -2.3790
C: -0.4041 -2.2652 -3.1299
H: -1.3428 -2.5150 -3.6317
H: 0.6525 -4.0888 -3.6421
Be: 0.7033 0.9728 -0.9789
I: 1.1202 2.5006 -2.9163
Cl: -0.2043 -0.7198 7.0745
C: -0.1499 -0.6211 5.3604
C: -0.0854 -1.7989 4.5996
C: -0.0686 -1.7108 3.2072
C: -0.0905 -0.4645 2.5797
C: -0.1184 0.7121 3.3401
C: -0.1641 0.6363 4.7342
C: -0.1242 -0.4306 1.0764
O: -0.6938 -1.3501 0.4626
O: 0.4721 0.6208 0.5617
H: -0.0593 -2.7631 5.0967
H: -0.0458 -2.6106 2.5958
H: -0.1160 1.6792 2.8371
H: -0.2111 1.5341 5.3423

=====

ORCA calculation (ωB97M-V/def2-TZVPD) on a molecular structure, C19H18BrFeN4O5P.

Summary:
energy	-5508.90960	hartree
2S+1	6
relative energy (zero: lowest compared OMol25 entry of this formula, charge and spin)	1.186	eV
<S²>	8.91
HOMO-LUMO gap (alpha / beta)	5.483 / 6.845	eV
maximum force	0.76	eV Å⁻¹
net charge	+1

Positions of all 49 atoms, in Å:
Fe: -2.1636 0.9453 -0.0566
Br: 7.7565 0.6417 -1.0595
C: 6.4989 -0.3873 -0.1082
C: 6.5644 -0.4384 1.2806
C: 5.6291 -1.1713 1.9798
C: 4.6061 -1.8452 1.2945
C: 4.5797 -1.8195 -0.1119
C: 5.5219 -1.0892 -0.8061
N: 3.6487 -2.4813 2.0378
N: 2.6546 -3.0854 1.5091
C: 1.4724 -2.5110 1.2107
C: 0.5374 -3.3027 0.5318
C: -0.6359 -2.7735 -0.0102
C: -0.9114 -1.4391 0.1455
O: -1.9982 -0.8162 -0.3812
C: -0.0518 -0.6367 0.9207
N: -0.4682 0.6493 1.0851
C: 0.2401 1.4671 1.8424
C: 1.3977 1.0442 2.4948
C: 1.8414 -0.2487 2.3240
C: 1.1298 -1.1323 1.4954
H: 7.3477 0.0903 1.8050
H: 5.6645 -1.2348 3.0594
H: 3.8255 -2.3883 -0.6398
H: 5.5110 -1.0654 -1.8869
H: 0.7771 -4.3478 0.3941
H: -1.3214 -3.4069 -0.5569
H: -0.1315 2.4785 1.9459
H: 1.9332 1.7359 3.1280
H: 2.7254 -0.5891 2.8433
O: -2.7137 4.9236 1.0090
C: -2.5757 3.8191 0.6735
N: -2.4371 2.6766 0.3236
C: -5.6970 2.3749 -0.2386
O: -5.3007 1.2504 -1.0616
P: -3.8441 1.0320 -1.5872
O: -3.9593 -0.2011 -2.5350
C: -4.4875 -1.4965 -2.1511
O: -3.5871 2.2422 -2.5535
C: -2.3100 2.4575 -3.1861
H: -6.7703 2.2866 -0.1136
H: -5.4535 3.3061 -0.7455
H: -5.2033 2.3251 0.7297
H: -5.5309 -1.3882 -1.8642
H: -3.9001 -1.9113 -1.3387
H: -4.4078 -2.1193 -3.0354
H: -2.3382 3.4592 -3.6009
H: -2.1648 1.7269 -3.9787
H: -1.4997 2.3940 -2.4563

=====

ORCA calculation (ωB97M-V/def2-TZVPD) on a molecular structure, C19H18BrN3O2Zn.

Summary:
energy	-5402.91732	hartree
relative energy (zero: lowest compared OMol25 entry of this formula, charge and spin)	0.533	eV
HOMO-LUMO gap	7.605	eV
maximum force	0.14	eV Å⁻¹

Positions of all 44 atoms, in Å:
Zn: -0.0306 1.7163 0.8871
C: -1.6019 -0.6827 -3.7301
C: -1.2557 -2.0066 -3.4955
C: -0.4584 -2.3044 -2.4062
C: -0.0136 -1.2636 -1.5882
N: -0.3332 0.0067 -1.8219
C: -1.1160 0.2811 -2.8632
C: 0.7563 -1.5686 -0.3474
C: 0.0409 -2.2932 0.6127
C: 0.5792 -2.5990 1.8462
C: 1.8700 -2.1805 2.1357
C: 2.5876 -1.4836 1.1844
C: 2.0643 -1.1615 -0.0728
H: -2.2380 -0.4018 -4.5582
H: -1.6088 -2.7939 -4.1493
H: -0.1682 -3.3217 -2.1805
H: -1.3660 1.3279 -3.0016
H: -0.9743 -2.5923 0.3807
H: -0.0036 -3.1470 2.5746
H: 2.3157 -2.3979 3.0977
H: 3.6001 -1.1682 1.4102
O: -2.8810 -0.4272 3.9669
C: -2.6464 0.8713 3.6613
C: -1.8121 1.6878 4.4197
C: -1.6424 2.9963 4.0143
N: -2.2258 3.5232 2.9366
C: -2.9985 2.7205 2.2441
Br: -3.7713 3.4442 0.6654
C: -3.2666 1.3947 2.5387
H: -2.3820 -0.6694 4.7541
H: -1.3057 1.3120 5.2998
H: -0.9999 3.6618 4.5782
H: -3.9070 0.7862 1.9193
N: 1.6386 2.0772 -3.3533
C: 2.1434 1.5415 -2.2044
O: 2.2545 2.1936 -1.1861
C: 2.6575 0.1168 -2.3348
C: 3.0620 -0.4774 -0.9947
H: 1.2141 2.9870 -3.2866
H: 1.3644 1.4814 -4.1137
H: 3.5482 0.1761 -2.9679
H: 1.9400 -0.4929 -2.8826
H: 3.5107 0.3341 -0.4184
H: 3.8596 -1.2046 -1.1704

=====

energy of number 4 (C19H18BrFeN4O5P)? -5508.90960 hartree

=====

The highest maximum force belongs to which entry? C19H18BBeCl4F10KLiN2O11P

=====

Among the records above, which one has the lowest maximum force? C19H18BrN3O2Zn